The following is a DFT calculation (wB97M-V/def2-TZVPD) of a single C7H17N molecule.

Output
* HOMO energy: -8.4 eV
* energy relative to the best compared isomer or geometry (same formula, charge and spin): 107.2 kJ/mol
* electronic energy: -9024.114 eV
* HOMO-LUMO gap: 0.34004 hartree
* SMILES string: CC(C)(C)C(C)(C)N
* F_max: 0.0978 Eh/bohr

XYZ file:
```
25
Properties=species:S:1:pos:R:3:forces:R:3:mulliken_charge:R:1
C 1.9631 -0.0754 0.0672 -0.294 0.051 0.127 -1.82
C 0.4978 -0.4473 -0.1910 -0.773 0.867 -4.846 1.64
C 0.3124 -1.9540 0.0384 -0.035 0.227 0.151 -1.77
C 0.2425 -0.1365 -1.8562 1.264 -1.258 1.470 -1.57
C -0.5678 0.4757 0.3810 0.940 -1.012 4.836 1.46
C -0.3527 1.9830 0.2225 0.004 -0.131 -0.066 -1.73
C -2.0340 0.1349 0.0905 0.025 0.021 -0.080 -1.73
N -0.3340 0.1797 1.9844 -1.446 1.462 -1.470 -0.72
H 2.6200 -0.6687 -0.5789 -0.170 0.028 0.070 0.40
H 2.2400 -0.2862 1.1029 0.004 0.000 -0.032 0.43
H 2.1733 0.9761 -0.1357 -0.039 -0.067 -0.016 0.38
H -0.7293 -2.2742 0.0179 0.022 0.051 -0.035 0.33
H 0.7297 -2.2459 1.0056 -0.040 0.024 -0.018 0.43
H 0.8408 -2.5301 -0.7291 -0.014 0.192 0.085 0.41
H 0.6665 0.8300 -2.1349 -0.139 -0.024 0.139 0.39
H -0.7882 -0.2171 -2.2045 -0.012 0.076 0.386 0.35
H 0.8082 -0.9056 -2.3887 0.037 0.094 -0.133 0.45
H 0.6447 2.3007 0.5324 -0.075 -0.062 -0.003 0.37
H -1.0797 2.5266 0.8343 0.082 -0.222 -0.009 0.43
H -0.5062 2.3023 -0.8130 0.065 -0.128 0.079 0.33
H -2.2132 -0.9251 -0.0908 0.082 0.043 0.017 0.26
H -2.6651 0.4323 0.9337 0.268 0.040 -0.049 0.52
H -2.3946 0.6835 -0.7858 0.124 -0.092 0.051 0.35
H 0.5058 0.5906 2.3858 -0.286 -0.497 -0.345 0.21
H -0.5798 -0.7495 2.3122 0.403 0.316 -0.308 0.23
```
Positions in Å, forces in eV/Å.